(1)
Computed, not measured: a structure of composition C37H37F5P2Ti, with ωB97M-V/def2-TZVPD.

Results
Multiplicity ... 3
Strongest force on any atom ... 0.0348 Eh/bohr
LUMO (alpha / beta) ... 0.00791 / -0.02239 Eh
Charge ... 0
E_HOMO (alpha / beta) ... -0.273 / -0.286 hartree
Total energy ... -94244.9313 eV

The geometry in XYZ format:
```
82
C37H37F5P2Ti, DFT ωB97M-V/def2-TZVPD
Ti -0.204 3.145 2.919
C 0.134 5.237 1.970
C 0.248 4.249 0.985
C 1.558 3.743 0.412
C 2.203 2.539 1.156
C 1.830 2.409 2.617
C 1.962 3.482 3.517
C 2.435 4.831 3.060
C 1.341 5.841 2.603
C -1.740 1.806 2.984
H -0.803 5.808 1.997
H -0.653 4.131 0.383
H 2.295 4.560 0.348
H 1.388 3.443 -0.636
H 1.968 1.610 0.613
H 3.296 2.644 1.056
H 1.769 1.396 3.017
H 2.041 3.251 4.580
H 3.159 4.728 2.236
H 3.000 5.291 3.886
H 1.069 6.476 3.457
H 1.846 6.497 1.872
H -2.518 2.295 3.589
H -1.421 0.893 3.521
H -2.072 1.537 1.960
P -1.562 -1.421 -2.490
P 0.074 -3.353 -0.628
C 0.202 -1.709 -2.804
C 0.872 -2.654 -2.092
C -2.297 -1.730 -4.158
C -1.586 -1.750 -5.364
C -2.234 -2.102 -6.555
C -3.588 -2.440 -6.541
C -4.308 -2.416 -5.341
C -3.665 -2.067 -4.158
C -1.556 0.394 -2.390
C -0.996 0.817 -1.178
C -1.020 2.161 -0.873
C -1.404 3.126 -1.814
C -1.913 2.694 -3.045
C -2.019 1.326 -3.331
C 0.361 -5.158 -1.091
C -0.317 -5.673 -2.214
C -0.143 -7.003 -2.599
C 0.714 -7.834 -1.868
C 1.387 -7.335 -0.752
C 1.205 -6.004 -0.363
C 1.300 -3.079 0.684
C 0.871 -3.315 2.006
C 1.774 -3.153 3.055
C 3.090 -2.743 2.801
C 3.489 -2.467 1.492
C 2.593 -2.607 0.429
H 0.672 -1.064 -3.558
H 1.861 -3.023 -2.394
H -0.529 -1.502 -5.382
H -1.677 -2.119 -7.494
H -4.091 -2.724 -7.463
H -5.367 -2.676 -5.324
H -4.207 -2.058 -3.214
H -0.539 0.114 -0.474
H -0.715 2.382 0.146
H -1.283 4.192 -1.598
H -2.230 3.434 -3.779
H -2.430 0.987 -4.283
H -0.977 -5.025 -2.791
H -0.676 -7.392 -3.466
H 0.841 -8.875 -2.154
H 2.054 -7.975 -0.174
H 1.735 -5.625 0.509
H -0.158 -3.633 2.192
H 1.451 -3.346 4.075
H 3.794 -2.621 3.627
H 4.507 -2.134 1.293
H 2.898 -2.364 -0.589
F -1.547 5.429 4.430
C -0.701 4.350 4.774
F 0.448 4.923 5.373
C -1.454 3.650 5.913
F -1.527 4.480 6.990
F -2.735 3.371 5.540
F -0.878 2.497 6.356
```

Here are the Mulliken charges for atoms 1 to 4, given in e: 0.316, -0.283, -0.270, -0.987

=====

(2)
Computed, not measured: a structure of composition C37H37FN7O5PRe, with ωB97M-V/def2-TZVPD.

Results
Multiplicity ... 4
Strongest force on any atom ... 0.0088 Eh/bohr
LUMO (alpha / beta) ... -0.22006 / -0.22400 Eh
Charge ... +2
E_HOMO (alpha / beta) ... -0.475 / -0.456 hartree
Total energy ... -73761.2200 eV

The geometry in XYZ format:
```
89
C37H37FN7O5PRe, DFT ωB97M-V/def2-TZVPD
Re -0.531 1.069 -0.174
O -2.089 -3.173 -1.801
C -1.171 -2.297 -1.417
O -0.548 -1.594 -2.181
C -0.961 -2.278 0.064
C -1.250 -3.375 0.854
C -0.864 -3.350 2.191
C -0.206 -2.240 2.679
C 0.008 -1.162 1.829
N -0.369 -1.172 0.548
C 0.720 0.096 2.312
O 1.145 0.160 3.438
O 0.859 0.992 1.376
H -2.127 -3.181 -2.770
H -1.736 -4.239 0.426
H -1.067 -4.199 2.831
H 0.140 -2.166 3.701
N -5.327 0.496 -5.573
C -3.988 0.663 -5.608
O -3.322 0.665 -6.619
C -3.289 0.823 -4.274
C -2.081 1.511 -4.269
C -1.373 1.615 -3.093
N -1.790 1.078 -1.934
C -2.960 0.420 -1.943
C -3.731 0.269 -3.081
H -5.810 0.424 -6.455
H -5.869 0.680 -4.749
H -1.702 1.936 -5.188
H -0.423 2.132 -3.061
H -3.278 0.000 -0.995
H -4.650 -0.298 -3.018
C 3.521 -0.875 -4.591
C 4.685 -0.439 -3.709
C 5.075 1.013 -3.964
C 4.419 -0.707 -2.228
N 3.337 0.158 -1.702
C 2.007 0.015 -1.802
N 1.436 1.061 -1.237
N 2.473 1.808 -0.829
N 3.619 1.297 -1.115
H 3.788 -0.779 -5.642
H 2.641 -0.243 -4.439
H 3.239 -1.915 -4.416
H 5.548 -1.073 -3.936
H 4.217 1.682 -3.848
H 5.431 1.131 -4.986
H 5.866 1.352 -3.294
H 5.281 -0.488 -1.601
H 4.090 -1.729 -2.041
H 1.474 -0.812 -2.243
C -3.352 3.196 0.260
P -2.271 2.044 1.163
C -3.368 0.743 1.799
C -4.588 0.442 1.198
C -5.367 -0.601 1.683
C -4.934 -1.345 2.769
C -3.725 -1.038 3.383
C -2.945 0.000 2.901
C -1.791 2.983 2.628
C -2.781 3.364 3.537
C -2.455 4.145 4.631
C -1.140 4.551 4.826
C -0.155 4.172 3.930
C -0.475 3.388 2.830
H -4.187 3.516 0.884
H -3.732 2.756 -0.662
H -2.753 4.070 0.005
H -4.954 1.033 0.368
H -6.322 -0.818 1.223
H -5.548 -2.148 3.154
H -3.402 -1.595 4.253
H -2.025 0.261 3.414
H -3.807 3.042 3.399
H -3.224 4.435 5.334
H -0.885 5.159 5.684
H 0.871 4.476 4.093
H 0.301 3.067 2.150
F 1.920 6.582 1.770
C 2.059 5.426 1.134
C 1.278 5.189 0.014
C 1.421 3.981 -0.645
C 2.333 3.063 -0.147
C 3.113 3.294 0.974
C 2.974 4.507 1.624
H 0.591 5.948 -0.331
H 0.851 3.773 -1.540
H 3.790 2.539 1.348
H 3.554 4.744 2.505
```

Here are the Mulliken charges for atoms 1 to 4, given in e: 1.335, -0.483, -0.110, -0.432

=====

(3)
Computed, not measured: a structure of composition C37H37N3PSSm, with ωB97M-V/def2-TZVPD.

Results
Multiplicity ... 6
Strongest force on any atom ... 0.0575 Eh/bohr
LUMO (alpha / beta) ... -0.24754 / -0.22510 Eh
Charge ... +2
E_HOMO (alpha / beta) ... -0.462 / -0.462 hartree
Total energy ... -81456.7295 eV

The geometry in XYZ format:
```
80
C37H37N3PSSm, DFT ωB97M-V/def2-TZVPD
Sm 0.629 -0.028 0.642
C -0.995 -5.115 1.621
C -0.124 -4.232 0.741
C 1.042 -5.073 0.219
C 0.216 -2.985 1.484
C 1.544 -2.729 1.923
C 1.817 -1.680 2.840
C 0.747 -0.968 3.396
C 0.849 0.014 4.489
C -0.545 -1.034 2.776
C -0.805 -2.082 1.832
H -1.263 -6.053 1.114
H -1.908 -4.591 1.915
H -0.477 -5.355 2.494
H -0.792 -3.825 -0.051
H 1.769 -5.410 1.007
H 1.625 -4.522 -0.548
H 0.628 -5.979 -0.172
H 2.414 -3.297 1.547
H 2.881 -1.455 3.091
H 0.541 -0.325 5.452
H 0.210 0.870 4.227
H 1.848 0.437 4.627
H -1.349 -0.360 3.163
H -1.804 -2.379 1.568
C 3.945 -0.312 0.163
C 3.844 1.059 0.670
C 4.974 1.849 0.777
C 4.898 3.140 1.245
C 3.557 3.673 1.519
C 3.417 5.021 1.869
C 2.149 5.475 2.253
C 1.059 4.615 2.272
C 1.131 3.263 1.798
S -0.348 2.324 1.708
C 2.448 2.826 1.404
N 2.607 1.506 0.999
H 4.846 -0.821 0.435
H 3.881 -0.343 -0.944
H 3.147 -0.987 0.615
H 5.915 1.368 0.602
H 5.779 3.753 1.438
H 4.329 5.642 1.797
H 1.975 6.449 2.676
H 0.097 4.933 2.595
N -0.737 1.167 -2.340
P -1.748 0.633 -1.070
C -2.785 -0.608 -1.897
C -2.829 -1.834 -1.313
C -3.746 -2.763 -1.881
C -4.445 -2.491 -3.051
C -4.187 -1.276 -3.766
C -3.415 -0.300 -3.113
C -2.954 1.949 -0.839
C -4.297 1.728 -0.662
C -5.190 2.812 -0.595
C -4.704 4.094 -0.691
C -3.319 4.329 -0.793
C -2.444 3.275 -0.946
C 0.234 0.289 -2.786
C 0.851 0.503 -4.037
C 1.953 -0.363 -4.341
C 2.267 -1.405 -3.424
C 1.496 -1.621 -2.352
N 0.587 -0.680 -1.927
H -0.817 2.050 -2.824
H -2.283 -2.049 -0.381
H -3.860 -3.711 -1.432
H -5.162 -3.216 -3.355
H -4.693 -1.026 -4.677
H -3.120 0.639 -3.576
H -4.752 0.766 -0.782
H -6.267 2.543 -0.595
H -5.425 4.910 -0.784
H -3.062 5.378 -0.894
H -1.359 3.436 -0.913
H 0.656 1.390 -4.639
H 2.585 -0.190 -5.209
H 3.070 -2.103 -3.659
H 1.554 -2.537 -1.747
```

Here are the Mulliken charges for atoms 1 to 4, given in e: 0.380, -1.662, 1.096, -1.458

=====

(4)
Computed, not measured: a structure of composition C37H38Br2FNPdSSb, with ωB97M-V/def2-TZVPD.

Results
Multiplicity ... 1
Strongest force on any atom ... 0.0218 Eh/bohr
LUMO (alpha / beta) ... -0.13846 / -0.13853 Eh
Charge ... +1
E_HOMO (alpha / beta) ... -0.357 / -0.357 hartree
Total energy ... -204124.6052 eV

The geometry in XYZ format:
```
82
C37H38Br2FNPdSSb, DFT ωB97M-V/def2-TZVPD
Pd 0.471 -2.057 -0.216
C -0.831 -0.932 2.816
C -2.237 -1.087 2.240
C -2.647 -2.557 2.156
C -2.463 -0.269 0.968
C -3.120 0.948 1.136
C -3.481 1.736 0.057
C -3.215 1.298 -1.227
C -2.533 0.108 -1.457
C -2.325 -0.331 -2.899
C -3.661 -0.775 -3.509
C -1.716 0.758 -3.788
C -2.125 -0.664 -0.345
N -1.411 -1.873 -0.555
C -2.024 -2.937 -1.222
C -3.417 -3.105 -1.168
C -4.047 -4.164 -1.797
C -3.318 -5.112 -2.502
C -1.943 -4.973 -2.579
C -1.336 -3.907 -1.955
F 0.017 -3.794 -2.090
H -0.683 -1.592 3.673
H -0.649 0.094 3.134
H -0.077 -1.177 2.069
H -2.911 -0.633 2.971
H -1.951 -3.152 1.565
H -3.636 -2.673 1.714
H -2.683 -2.978 3.164
H -3.385 1.261 2.140
H -4.006 2.671 0.215
H -3.545 1.893 -2.072
H -1.650 -1.186 -2.906
H -4.368 0.059 -3.532
H -4.116 -1.587 -2.942
H -3.514 -1.118 -4.535
H -2.372 1.630 -3.858
H -1.587 0.371 -4.801
H -0.743 1.087 -3.429
H -4.000 -2.373 -0.627
H -5.125 -4.247 -1.731
H -3.809 -5.941 -2.992
H -1.325 -5.671 -3.131
Br 2.986 -2.452 0.408
C 2.539 -4.092 1.350
Br 0.648 -4.439 1.208
H 2.776 -3.953 2.394
H 3.086 -4.906 0.897
S 0.949 -0.048 -1.296
Sb 2.019 1.378 0.159
C 1.612 3.294 -0.558
C 2.362 4.364 -0.074
C 2.087 5.647 -0.522
C 1.068 5.854 -1.445
C 0.320 4.786 -1.918
C 0.588 3.497 -1.475
C 4.078 1.030 0.076
C 4.906 1.308 1.160
C 6.274 1.098 1.050
C 6.809 0.618 -0.138
C 5.982 0.346 -1.221
C 4.614 0.550 -1.117
C 1.497 1.407 2.176
C 2.067 0.511 3.078
C 1.712 0.568 4.417
C 0.789 1.513 4.849
C 0.217 2.399 3.948
C 0.566 2.349 2.605
H 3.162 4.207 0.642
H 2.667 6.484 -0.155
H 0.856 6.856 -1.794
H -0.475 4.954 -2.633
H -0.007 2.664 -1.832
H 4.496 1.690 2.089
H 6.921 1.312 1.891
H 7.876 0.457 -0.222
H 6.404 -0.022 -2.148
H 3.969 0.328 -1.960
H 2.788 -0.227 2.743
H 2.156 -0.120 5.125
H 0.514 1.557 5.896
H -0.503 3.132 4.289
H 0.121 3.048 1.905
```

Here are the Mulliken charges for atoms 1 to 4, given in e: -0.004, -0.490, 0.345, -1.728

=====

(5)
Computed, not measured: a structure of composition C37H39As2F4IrN2, with ωB97M-V/def2-TZVPD.

Results
Multiplicity ... 2
Strongest force on any atom ... 0.0588 Eh/bohr
LUMO (alpha / beta) ... -0.45768 / -0.45935 Eh
Charge ... +3
E_HOMO (alpha / beta) ... -0.566 / -0.570 hartree
Total energy ... -177336.7253 eV

The geometry in XYZ format:
```
85
C37H39As2F4IrN2, DFT ωB97M-V/def2-TZVPD
Ir 0.101 1.975 1.241
C -2.257 0.373 2.251
N -1.543 1.589 2.670
C -2.467 2.730 2.780
C -0.792 1.404 3.930
C 0.334 0.399 3.787
N 1.074 0.663 2.570
C 2.289 0.162 2.385
C 3.041 0.596 1.255
F 2.409 1.404 0.383
C 4.352 0.257 1.054
F 4.969 0.678 -0.030
C 5.018 -0.553 1.974
C 4.302 -1.069 3.049
F 4.888 -1.892 3.892
C 2.967 -0.775 3.232
F 2.298 -1.424 4.174
H -2.990 0.082 3.009
H -1.553 -0.443 2.098
H -2.778 0.554 1.312
H -3.227 2.537 3.542
H -2.966 2.892 1.827
H -1.925 3.631 3.061
H -1.462 1.085 4.733
H -0.371 2.372 4.209
H -0.053 -0.630 3.772
H 0.968 0.485 4.670
H 6.062 -0.805 1.838
C -4.209 -0.043 -2.420
C -4.336 1.160 -1.737
C -3.202 1.860 -1.352
C -1.941 1.372 -1.685
C -1.813 0.156 -2.351
C -2.950 -0.545 -2.721
As -0.369 2.357 -1.112
C 0.939 2.103 -2.502
C 1.217 3.130 -3.396
C 2.129 2.909 -4.417
C 2.761 1.680 -4.538
C 2.492 0.661 -3.631
C 1.592 0.875 -2.603
C -0.974 4.191 -1.051
C -0.749 4.892 0.134
C -1.206 6.191 0.274
C -1.890 6.786 -0.778
C -2.121 6.089 -1.957
C -1.677 4.782 -2.094
H -5.094 -0.586 -2.723
H -5.316 1.560 -1.513
H -3.300 2.802 -0.823
H -0.831 -0.219 -2.613
H -2.855 -1.476 -3.266
H 0.729 4.092 -3.304
H 2.351 3.701 -5.120
H 3.474 1.514 -5.333
H 2.997 -0.291 -3.726
H 1.401 0.104 -1.862
H -0.190 4.411 0.947
H -1.030 6.739 1.190
H -2.254 7.799 -0.670
H -2.656 6.562 -2.769
H -1.879 4.228 -3.004
C 2.437 -3.593 0.722
As 0.752 -2.614 0.819
C -0.052 -3.562 2.325
C -0.354 -3.202 -0.820
C -0.150 -4.641 -0.900
C 0.935 -5.166 -1.638
C 1.119 -6.524 -1.731
C 0.256 -7.391 -1.052
C -0.829 -6.888 -0.327
C -1.029 -5.530 -0.242
H 2.256 -4.664 0.650
H 2.995 -3.409 1.641
H 3.043 -3.275 -0.124
H 0.016 -4.638 2.175
H -1.093 -3.280 2.471
H 0.514 -3.321 3.226
H 0.038 -2.653 -1.672
H -1.374 -2.901 -0.588
H 1.606 -4.484 -2.148
H 1.937 -6.924 -2.315
H 0.437 -8.457 -1.078
H -1.505 -7.570 0.170
H -1.883 -5.132 0.293
```

Here are the Mulliken charges for atoms 1 to 4, given in e: 1.415, -0.709, -0.058, -0.895